Here is a 4-piece molecular cluster, C54H49Br2F9N2O3S2 overall from the OMol25 dataset. Energies are from ωB97M-V/def2-TZVPD.

Geometry as ORCA input:
```
! RIJCOSX wB97M-V def2-TZVPD def2/J DEFGRID3
* xyz 0 1
C 1.786 4.668 2.980
C 0.687 3.985 3.797
C -0.646 4.706 3.561
C -1.783 4.127 4.414
N -2.949 3.682 3.643
C -2.657 2.814 2.539
C -2.206 1.497 2.697
C -2.178 0.894 4.082
C -3.596 0.787 4.717
C -4.141 -0.630 4.698
F -3.210 -1.524 5.087
Br -4.778 -1.069 2.913
C -5.370 -0.739 5.669
F -6.079 0.383 5.642
F -6.164 -1.756 5.364
Br -4.758 -1.027 7.513
C -1.782 0.738 1.584
C -1.174 -0.626 1.777
C 0.145 -0.565 2.602
C 1.372 -1.074 1.820
S 2.717 0.156 1.760
C 3.715 -0.318 3.145
S 3.069 -0.450 4.633
N 5.090 -0.609 2.950
C 5.460 -0.828 1.546
C 5.289 -2.118 1.059
C 5.574 -2.389 -0.276
C 6.036 -1.378 -1.107
C 6.237 -0.096 -0.596
C 5.954 0.187 0.731
C 6.014 0.306 3.598
C 7.340 -0.122 3.690
C 8.321 0.685 4.252
C 7.986 1.949 4.732
C 6.659 2.368 4.656
C 5.675 1.559 4.093
C -1.910 1.322 0.314
C -2.422 2.616 0.149
C -2.819 3.370 1.253
C -3.397 4.764 1.143
O -4.701 4.871 1.742
C -5.735 4.506 0.980
F -5.765 5.113 -0.200
F -6.852 4.813 1.629
F -5.753 3.191 0.753
C -2.481 3.147 -1.252
O -3.373 3.825 -1.683
C -1.364 2.714 -2.120
C -0.874 1.494 -1.957
C -1.488 0.617 -0.934
O -1.653 -0.555 -1.135
H 2.758 4.219 3.154
H 1.809 5.728 3.226
H 1.547 4.589 1.922
H 0.593 2.972 3.403
H 0.934 3.973 4.855
H -0.838 4.656 2.494
H -0.491 5.747 3.836
H -1.349 3.356 5.058
H -2.138 4.905 5.085
H -3.676 3.334 4.247
H -1.781 -0.110 4.053
H -1.519 1.452 4.735
H -3.572 1.147 5.742
H -4.276 1.370 4.112
H -1.900 -1.287 2.238
H -0.933 -1.075 0.826
H 0.316 0.431 2.991
H 0.017 -1.224 3.458
H 1.790 -1.934 2.332
H 1.139 -1.384 0.806
H 4.931 -2.903 1.707
H 5.432 -3.395 -0.641
H 6.243 -1.569 -2.149
H 6.597 0.697 -1.233
H 6.084 1.169 1.159
H 7.609 -1.097 3.311
H 9.345 0.350 4.303
H 8.744 2.589 5.153
H 6.414 3.344 5.049
H 4.658 1.915 4.046
H -3.394 5.136 0.129
H -2.784 5.432 1.734
H -0.991 3.397 -2.867
H -0.066 1.109 -2.560
F -6.506 -2.000 -3.608
C -6.150 -0.799 -3.105
C -6.265 0.321 -3.903
C -5.899 1.554 -3.380
C -5.422 1.651 -2.080
C -5.312 0.507 -1.298
C -5.680 -0.730 -1.809
H -6.634 0.223 -4.915
H -5.985 2.443 -3.992
H -5.135 2.610 -1.676
H -4.935 0.578 -0.285
H -5.607 -1.632 -1.215
F 1.169 -3.409 -2.088
C 0.509 -3.476 -3.267
C -0.720 -2.859 -3.379
C -1.390 -2.927 -4.592
C -0.829 -3.611 -5.663
C 0.408 -4.229 -5.526
C 1.089 -4.158 -4.318
H -1.140 -2.336 -2.531
H -2.352 -2.443 -4.699
H -1.358 -3.664 -6.606
H 0.844 -4.764 -6.354
H 2.057 -4.625 -4.190
F 2.413 -5.456 -7.434
C 2.580 -6.200 -8.551
C 3.440 -7.278 -8.512
C 3.603 -8.041 -9.660
C 2.916 -7.712 -10.821
C 2.059 -6.621 -10.835
C 1.883 -5.856 -9.691
H 3.969 -7.512 -7.598
H 4.269 -8.893 -9.646
H 3.049 -8.308 -11.714
H 1.525 -6.362 -11.739
H 1.215 -5.005 -9.678
*
```

Results
HOMO: -0.3069 hartree
LUMO: -0.03703 hartree
SMILES: CCCCNc1c(CC[C@](F)(Br)C(F)(F)Br)c(CCCSC(=S)N(c2ccccc2)c2ccccc2)c2c(c1COC(F)(F)F)C(=O)C=CC2=O.Fc1ccccc1.Fc1ccccc1.Fc1ccccc1
maximum force: 2.47 eV Å⁻¹



Here is C54H51IN7O3P2Ru as an isolated structure from the OMol25 dataset. Energies are from ωB97M-V/def2-TZVPD.

Geometry as ORCA input:
```
! RIJCOSX wB97M-V def2-TZVPD def2/J DEFGRID3
* xyz 2 2
Ru -0.006 0.546 0.363
C -3.816 0.294 -2.357
C -4.028 -0.096 -0.930
N -5.217 -0.550 -0.598
C -5.499 -0.813 0.684
C -4.604 -0.631 1.711
C -5.045 -0.923 3.126
O -4.314 -1.987 3.727
C -3.302 -0.192 1.370
C -2.334 -0.086 2.443
N -1.040 -0.037 2.429
C -0.530 -0.421 3.734
C -1.119 -1.547 4.326
C -0.725 -2.028 5.560
C 0.306 -1.414 6.247
C 0.912 -0.302 5.689
C 0.493 0.190 4.458
I 1.437 1.938 3.862
C -3.004 0.084 0.038
O -1.862 0.659 -0.296
H -4.589 -0.163 -2.970
H -2.835 -0.007 -2.706
H -3.887 1.380 -2.458
H -6.503 -1.169 0.887
H -6.115 -1.137 3.119
H -4.904 -0.052 3.769
H -4.714 -2.823 3.468
H -2.791 -0.173 3.424
H -1.894 -2.077 3.789
H -1.220 -2.900 5.967
H 0.635 -1.783 7.209
H 1.699 0.212 6.223
C 1.347 5.785 1.386
N 0.340 4.733 1.303
C -1.063 5.072 1.522
C 0.646 3.463 0.978
N -0.231 2.558 0.698
N 2.006 3.176 0.934
C 2.634 1.962 0.750
N 3.977 2.017 0.837
N 2.009 0.849 0.543
H 0.840 6.744 1.424
H 1.987 5.799 0.501
H 1.959 5.703 2.290
H -1.114 6.032 2.028
H -1.532 4.331 2.170
H -1.614 5.139 0.581
H -1.188 2.882 0.672
H 2.612 3.921 1.235
H 4.480 2.886 0.800
H 4.510 1.174 0.694
H 2.653 0.073 0.446
O -1.039 -1.656 -2.309
C -0.373 -2.868 -2.172
C -0.441 -3.863 -3.145
C 0.160 -5.086 -2.929
C 0.815 -5.345 -1.730
C 0.875 -4.359 -0.772
C 0.307 -3.094 -0.988
P 0.462 -1.890 0.375
C 2.224 -2.037 0.829
C 2.594 -1.622 2.114
C 3.929 -1.551 2.476
C 4.917 -1.882 1.553
C 4.560 -2.292 0.277
C 3.219 -2.373 -0.085
C -0.411 -2.950 1.585
C -1.758 -3.174 1.291
C -2.471 -4.146 1.967
C -1.849 -4.907 2.951
C -0.514 -4.685 3.249
C 0.208 -3.713 2.565
C -0.758 -0.986 -3.484
C -1.349 -1.374 -4.681
C -0.955 -0.787 -5.869
C 0.030 0.193 -5.864
C 0.527 0.649 -4.660
C 0.109 0.096 -3.441
P 0.459 1.128 -1.973
C -0.447 2.647 -2.464
C -1.488 2.575 -3.388
C -2.169 3.717 -3.787
C -1.813 4.957 -3.284
C -0.766 5.049 -2.377
C -0.098 3.906 -1.968
C 2.235 1.445 -2.301
C 2.821 2.678 -2.554
C 4.188 2.764 -2.811
C 4.976 1.627 -2.814
C 4.393 0.386 -2.572
C 3.035 0.299 -2.325
H -0.972 -3.696 -4.067
H 0.098 -5.851 -3.692
H 1.263 -6.312 -1.544
H 1.370 -4.563 0.170
H 1.832 -1.337 2.831
H 4.199 -1.240 3.477
H 5.961 -1.838 1.836
H 5.324 -2.571 -0.436
H 2.954 -2.716 -1.077
H -2.244 -2.609 0.501
H -3.506 -4.329 1.707
H -2.399 -5.680 3.471
H -0.021 -5.278 4.008
H 1.257 -3.588 2.793
H -2.123 -2.129 -4.668
H -1.411 -1.101 -6.799
H 0.371 0.633 -6.791
H 1.220 1.481 -4.660
H -1.788 1.626 -3.805
H -2.977 3.631 -4.501
H -2.336 5.848 -3.605
H -0.458 6.015 -1.998
H 0.734 4.018 -1.291
H 2.227 3.577 -2.610
H 4.627 3.728 -3.035
H 6.034 1.697 -3.029
H 4.994 -0.514 -2.602
H 2.582 -0.675 -2.171
*
```

Results
HOMO (spin up / spin down): -0.4611 / -0.4605 hartree
LUMO (spin up / spin down): -0.17823 / -0.22270 hartree
<S²>: 0.76
maximum force: 1.28 eV Å⁻¹



Number 1: E_tot -9265.52923 Eh. Number 2: E_tot -3772.29539 Eh.